1 | 2 unconnected molecules or ions with the total composition C3H9NO2S. Source: the OMol25 dataset; level of theory: wB97M-V/def2-TZVPD.

Last column: Mulliken charge in e.
Atoms and positions in Å:
O1 0.702 -2.449 -3.087  -0.558
C1 0.233 -1.668 -2.255  0.205
N1 0.829 -0.923 -1.243  -0.176
C2 0.140 0.273 -0.635  -0.425
C3 -1.136 0.218 0.348  -0.653
S1 -2.136 -1.516 0.326  -0.218
H1 -0.786 -1.407 -2.217  0.171
H2 1.816 -0.870 -1.356  0.239
H3 -0.095 0.945 -1.472  0.325
H4 1.015 0.753 -0.069  0.272
H5 -1.672 1.139 0.371  0.438
H6 -0.785 0.124 1.337  0.225
H7 -2.878 -1.007 -0.827  0.150
H8 1.824 2.155 4.406  0.332
H9 1.658 2.400 2.825  0.320
O2 1.272 1.833 3.549  -0.648

- HOMO: -9.3839 eV
- HOMO-LUMO gap: 0.356 Ha
- Net charge: 0

2 | 2 unconnected molecules or ions with the total composition C3H9NO2S. Source: the OMol25 dataset; level of theory: wB97M-V/def2-TZVPD.

Last column: Mulliken charge in e.
Atoms and positions in Å:
C1 2.619 -0.268 -0.079  -0.993
C2 0.477 1.161 -0.225  -0.358
C3 1.158 -0.188 -0.082  0.545
N1 -2.609 -0.860 0.206  -0.051
O1 -0.575 1.215 0.624  -0.582
O2 -2.739 0.319 -0.445  -0.762
S1 0.388 -1.578 0.248  -0.424
H1 3.109 -1.071 -0.775  0.282
H2 3.000 0.775 -0.375  0.302
H3 2.781 -0.488 0.999  0.281
H4 0.240 1.310 -1.280  0.264
H5 1.274 1.891 -0.035  0.327
H6 -2.555 -1.647 -0.472  0.360
H7 -1.635 -0.814 0.547  0.112
H8 -1.514 1.145 0.254  0.411
H9 -3.419 -0.899 0.890  0.286

- HOMO: -8.6295 eV
- HOMO-LUMO gap: 0.308 Ha
- Net charge: 0

Which one is most stable, and which one is least stable? 1 is the most stable of them, while 2 is the least stable.

1 | 2 unconnected molecules or ions with the total composition C2H10N2O2. Source: the OMol25 dataset; level of theory: wB97M-V/def2-TZVPD.

Last column: Mulliken charge in e.
Atoms and positions in Å:
N1 0.500 1.231 0.046  -0.367
C1 0.850 2.234 1.028  -0.348
O1 0.302 2.145 2.293  -0.532
H1 -0.473 1.223 -0.300  0.203
H2 0.851 0.235 0.366  0.158
H3 1.966 2.255 1.204  0.264
H4 0.567 3.243 0.627  0.312
H5 -0.698 2.057 2.092  0.304
N2 -0.663 -2.162 0.041  -0.360
C2 -0.122 -1.941 -1.294  -0.263
O2 -0.596 -0.707 -2.052  -0.504
H6 -0.122 -1.843 0.749  0.152
H7 -1.446 -2.680 0.373  0.161
H8 0.950 -1.678 -1.359  0.251
H9 -0.286 -2.812 -2.082  0.273
H10 -1.580 -0.799 -1.732  0.295

- HOMO: -9.4613 eV
- HOMO-LUMO gap: 0.375 Ha
- Net charge: 0

2 | 2 unconnected molecules or ions with the total composition C2H10N2O2. Source: the OMol25 dataset; level of theory: wB97M-V/def2-TZVPD.

Last column: Mulliken charge in e.
Atoms and positions in Å:
C1 1.350 0.891 0.862  -0.773
C2 -0.824 0.153 -1.805  -0.941
N1 1.254 0.510 -0.531  -0.499
N2 0.058 -0.333 -0.760  -0.266
H1 1.178 1.338 -1.120  0.276
H2 0.420 -1.254 -1.008  0.243
H3 0.378 1.256 1.281  0.282
H4 2.138 1.634 0.967  0.351
H5 1.595 0.002 1.446  0.251
H6 -0.310 0.315 -2.759  0.337
H7 -1.622 -0.573 -1.949  0.342
H8 -1.272 1.094 -1.479  0.328
O1 -1.355 -0.619 1.521  -0.413
O2 -0.803 -1.858 1.973  -0.364
H9 -1.351 -2.058 2.735  0.305
H10 -0.834 -0.499 0.626  0.540

- HOMO: -8.8572 eV
- HOMO-LUMO gap: 0.361 Ha
- Net charge: 0

Which one is most stable, and which one is least stable? 1 is the most stable of them, while 2 is the least stable.

1 | 3 unconnected molecules or ions with the total composition C2H10N2O2. Source: the OMol25 dataset; level of theory: wB97M-V/def2-TZVPD.

Last column: Mulliken charge in e.
Atoms and positions in Å:
C1 1.093 0.173 1.448  -0.152
C2 0.742 -1.064 1.911  -0.213
N1 -0.269 -1.364 2.851  -0.641
N2 1.262 0.346 0.061  -0.518
H1 1.603 0.888 2.080  0.308
H2 1.170 -1.878 1.308  0.271
H3 -1.113 -0.879 2.568  0.242
H4 -0.525 -2.337 2.762  0.289
H5 1.191 -0.573 -0.366  0.183
H6 2.097 0.832 -0.260  0.198
H7 -1.014 0.214 -3.627  0.304
H8 -1.130 0.221 -5.067  0.315
O1 -1.710 0.171 -4.297  -0.626
H9 -0.412 1.483 -0.253  0.402
H10 -1.876 1.950 -0.278  0.309
O2 -1.109 1.817 -0.839  -0.671

- HOMO: -7.5368 eV
- HOMO-LUMO gap: 0.305 Ha
- Net charge: 0

2 | 3 unconnected molecules or ions with the total composition C2H10N2O2. Source: the OMol25 dataset; level of theory: wB97M-V/def2-TZVPD.

Last column: Mulliken charge in e.
Atoms and positions in Å:
C1 -2.434 -0.150 0.453  -0.729
N1 -1.654 0.767 -0.336  -0.242
C2 -0.518 1.346 0.138  0.207
N2 -0.152 2.513 -0.209  -0.743
H1 -1.786 -0.834 1.003  0.220
H2 -3.039 0.355 1.208  0.303
H3 -3.090 -0.730 -0.192  0.281
H4 -2.149 1.291 -1.025  0.246
H5 0.081 0.701 0.782  0.190
H6 0.700 2.720 0.309  0.267
H7 1.620 -3.043 0.670  0.305
H8 1.259 -1.890 1.733  0.310
O1 1.757 -2.142 0.958  -0.613
H9 2.464 0.069 -1.968  0.308
H10 3.786 -0.641 -2.091  0.303
O2 3.155 -0.333 -1.431  -0.614

- HOMO: -8.8279 eV
- HOMO-LUMO gap: 0.350 Ha
- Net charge: 0

3 | 3 unconnected molecules or ions with the total composition C2H10N2O2. Source: the OMol25 dataset; level of theory: wB97M-V/def2-TZVPD.

Last column: Mulliken charge in e.
Atoms and positions in Å:
C1 -0.116 -1.386 -0.984  -0.731
N1 2.664 -1.160 -0.450  -0.400
C2 1.694 -0.403 0.151  0.050
N2 0.427 -0.498 0.057  -0.345
H1 -0.905 -2.021 -0.597  0.235
H2 -0.526 -0.627 -1.662  0.230
H3 0.582 -1.948 -1.612  0.260
H4 3.533 -1.308 0.026  0.223
H5 2.347 -1.886 -1.059  0.154
H6 2.001 0.260 0.946  0.326
H7 -0.116 -0.002 4.394  0.314
H8 -1.367 0.704 3.940  0.310
O1 -0.713 0.085 3.632  -0.625
H9 -3.142 3.828 -2.946  0.320
H10 -2.882 2.864 -1.731  0.324
O2 -3.482 3.499 -2.104  -0.645

- HOMO: -8.8246 eV
- HOMO-LUMO gap: 0.356 Ha
- Net charge: 0

Which one is most stable, and which one is least stable? 2 is the most stable of them, while 1 is the least stable.

1 | 2 unconnected molecules or ions with the total composition C5H11NO2. Source: the OMol25 dataset; level of theory: wB97M-V/def2-TZVPD.

Last column: Mulliken charge in e.
Atoms and positions in Å:
O1 1.035 2.504 -1.495  -0.578
C1 -0.020 1.951 -1.716  0.723
O2 -0.069 0.905 -2.592  -0.472
C2 -1.350 2.200 -1.053  -0.832
H1 0.859 0.649 -2.809  0.336
H2 -2.214 2.186 -1.762  0.298
H3 -1.267 3.157 -0.564  0.311
H4 -1.497 1.431 -0.290  0.209
C3 0.331 -1.226 -0.409  -0.913
C4 0.610 -0.725 1.032  -0.331
C5 0.183 -2.062 2.922  -0.243
N1 -0.354 -1.321 2.023  -0.415
H5 1.100 -0.890 -1.114  0.154
H6 0.394 -2.317 -0.390  0.392
H7 -0.669 -0.949 -0.779  0.238
H8 0.523 0.374 1.087  0.229
H9 1.638 -0.973 1.296  0.421
H10 1.267 -2.319 2.974  0.214
H11 -0.501 -2.575 3.641  0.258

- HOMO: -9.9606 eV
- HOMO-LUMO gap: 0.396 Ha
- Net charge: 0

2 | 3 unconnected molecules or ions with the total composition C5H11NO2. Source: the OMol25 dataset; level of theory: wB97M-V/def2-TZVPD.

Last column: Mulliken charge in e.
Atoms and positions in Å:
C1 2.050 0.678 -0.136  -0.218
C2 -0.281 -0.181 0.659  -0.040
C3 -0.188 0.319 -0.630  -0.621
N1 0.182 -1.362 1.044  -0.226
C4 -2.215 -0.339 -0.740  -0.477
C5 -3.182 0.555 -0.617  -0.549
O1 2.674 1.114 1.057  -0.526
O2 2.472 -0.651 -0.465  -0.507
H1 2.310 0.597 1.784  0.279
H2 3.441 -0.701 -0.445  0.267
H3 2.363 1.388 -0.909  0.358
H4 -0.754 0.426 1.421  0.331
H5 0.877 -1.815 0.460  0.269
H6 0.081 -1.671 1.995  0.216
H7 0.208 -0.279 -1.433  0.325
H8 -0.443 1.347 -0.815  0.383
H9 -2.389 -1.353 -1.100  0.278
H10 -2.983 1.562 -0.246  0.191
H11 -4.225 0.367 -0.882  0.265

- HOMO (alpha / beta): -5.7222 / -6.1365 eV
- HOMO-LUMO gap (alpha / beta): 0.233 / 0.248 Ha
- Net charge: 0

3 | 2 unconnected molecules or ions with the total composition C5H11NO2. Source: the OMol25 dataset; level of theory: wB97M-V/def2-TZVPD.

Last column: Mulliken charge in e.
Atoms and positions in Å:
O1 2.832 0.243 -1.136  -0.616
C1 2.058 -0.061 -0.255  0.458
N1 1.196 1.033 0.134  -0.290
C2 -0.167 0.716 0.630  -0.803
C3 -1.169 0.433 -0.484  0.597
C4 -2.519 0.041 0.095  -1.440
O2 -0.791 -0.605 -1.379  -0.603
C5 1.871 -1.327 0.384  -0.812
H1 1.143 1.703 -0.624  0.298
H2 -0.008 -0.211 1.184  0.315
H3 -0.460 1.458 1.371  0.330
H4 -1.312 1.334 -1.097  0.204
H5 -2.454 -0.948 0.544  0.367
H6 -2.852 0.768 0.835  0.363
H7 -3.260 0.024 -0.702  0.352
H8 0.158 -0.605 -1.533  0.406
H9 0.942 -1.867 0.251  0.251
H10 2.033 -0.190 1.447  0.320
H11 2.760 -1.938 0.337  0.302

- HOMO: -9.5187 eV
- HOMO-LUMO gap: 0.368 Ha
- Net charge: 0

4 | 2 unconnected molecules or ions with the total composition C5H11NO2. Source: the OMol25 dataset; level of theory: wB97M-V/def2-TZVPD.

Last column: Mulliken charge in e.
Atoms and positions in Å:
C1 -0.734 0.513 -2.097  -0.719
C2 1.294 -0.283 -0.713  0.139
O1 -0.152 0.358 -0.769  0.020
N1 1.559 -1.103 -1.618  -0.676
H1 2.511 -1.452 -1.565  0.259
H2 1.918 0.464 -0.232  0.401
H3 -1.647 1.082 -1.953  0.311
H4 -0.907 -0.465 -2.539  0.339
H5 -0.006 1.061 -2.690  0.283
C3 0.993 -0.205 2.129  -0.634
C4 -1.103 -0.270 0.273  0.044
C5 -1.869 0.601 0.936  -0.866
O2 0.635 -0.935 0.995  -0.542
H6 -1.435 -1.237 -0.073  0.312
H7 1.432 -0.868 2.881  0.241
H8 1.722 0.599 1.922  0.242
H9 0.110 0.295 2.559  0.268
H10 -1.506 1.578 1.221  0.330
H11 -2.816 0.269 1.332  0.246

- HOMO: -8.1815 eV
- HOMO-LUMO gap: 0.334 Ha
- Net charge: 0

Which one is most stable, and which one is least stable? 1 is the most stable of them, while 2 is the least stable.

1 | C5H11NO2 in the gas phase. Source: the OMol25 dataset; level of theory: wB97M-V/def2-TZVPD.

Last column: Mulliken charge in e.
Atoms and positions in Å:
C1 1.083 1.204 0.311  0.739
C2 -0.448 -0.661 -0.740  0.565
C3 0.208 1.761 1.383  -1.265
C4 -0.854 -2.031 -0.203  -1.628
C5 0.916 -0.244 -0.118  -0.041
N1 -1.510 0.298 -0.462  -0.648
O1 2.019 1.807 -0.192  -0.644
O2 1.958 -0.561 -0.983  -0.628
H1 2.455 0.325 -1.081  0.432
H2 1.042 -0.746 0.872  0.189
H3 -0.242 -0.756 -1.818  0.197
H4 -1.378 1.145 -1.007  0.219
H5 -2.404 -0.102 -0.725  0.256
H6 0.193 2.847 1.326  0.338
H7 0.626 1.461 2.353  0.316
H8 -0.794 1.348 1.302  0.404
H9 -0.037 -2.735 -0.330  0.376
H10 -1.724 -2.404 -0.741  0.423
H11 -1.107 -1.956 0.853  0.401

- HOMO: -9.7077 eV
- HOMO-LUMO gap: 0.388 Ha
- Net charge: 0

2 | C5H11NO2 in the gas phase. Source: the OMol25 dataset; level of theory: wB97M-V/def2-TZVPD.

Last column: Mulliken charge in e.
Atoms and positions in Å:
C1 0.031 0.881 0.171  1.226
C2 -0.849 -1.453 -0.679  -0.419
C3 -0.101 0.440 1.634  -1.521
C4 1.481 0.854 -0.306  -1.746
C5 -1.002 0.027 -0.714  0.620
N1 0.249 -2.161 -0.476  -0.219
O1 -0.435 2.201 0.022  -0.649
O2 -2.208 0.502 -0.676  -0.869
H1 -1.392 2.067 -0.191  0.398
H2 0.237 -3.168 -0.556  0.242
H3 1.154 -1.710 -0.500  0.165
H4 -1.784 -2.010 -0.669  0.421
H5 -0.530 -0.108 -1.811  0.113
H6 2.026 1.658 0.192  0.423
H7 -1.154 0.469 1.917  0.350
H8 0.448 1.134 2.272  0.383
H9 0.287 -0.569 1.800  0.315
H10 2.001 -0.074 -0.048  0.386
H11 1.542 1.019 -1.382  0.382

- HOMO (alpha / beta): -8.0354 / -8.0351 eV
- HOMO-LUMO gap (alpha / beta): 0.287 / 0.287 Ha
- Net charge: 0

3 | 2 unconnected molecules or ions with the total composition C5H11NO2. Source: the OMol25 dataset; level of theory: wB97M-V/def2-TZVPD.

Last column: Mulliken charge in e.
Atoms and positions in Å:
C1 0.739 -0.430 1.250  -0.620
C2 1.410 -0.406 -0.188  -0.460
C3 0.310 -0.738 -1.173  0.093
C4 -0.125 -0.110 -2.252  -0.834
C5 -0.748 -0.079 1.272  0.444
N1 -1.545 -1.192 1.577  -0.359
O1 -1.048 1.094 1.394  -0.708
H1 0.943 -1.438 1.643  0.375
H2 1.234 0.385 1.869  0.234
H3 2.201 -1.164 -0.063  0.264
H4 1.913 0.492 -0.525  0.360
H5 -0.180 -1.636 -0.817  0.197
H6 -0.785 -0.529 -2.988  0.265
H7 0.260 0.781 -2.641  0.240
H8 -1.192 -2.116 1.440  0.214
H9 -2.369 -0.978 2.104  0.240
H10 -0.556 2.181 -0.015  0.378
H11 -0.014 3.368 -0.987  0.280
O2 -0.449 2.515 -0.901  -0.601

- HOMO: -9.3983 eV
- HOMO-LUMO gap: 0.372 Ha
- Net charge: 0

4 | C5H11NO2 in the gas phase. Source: the OMol25 dataset; level of theory: wB97M-V/def2-TZVPD.

Last column: Mulliken charge in e.
Atoms and positions in Å:
C1 0.213 -2.485 -0.305  -1.111
C2 1.111 -1.425 0.240  0.647
N1 0.487 -0.153 0.441  0.045
C3 1.543 0.890 0.305  -1.127
C4 -0.748 0.181 -0.306  -0.637
C5 -1.346 1.499 0.211  -0.448
O1 -2.167 2.251 -0.668  -0.524
O2 2.264 -1.553 0.568  -0.583
H1 -0.249 -3.019 0.528  0.263
H2 -0.518 -2.179 -1.045  0.358
H3 0.837 -3.229 -0.797  0.360
H4 2.353 0.527 -0.336  0.351
H5 2.031 1.026 1.266  0.263
H6 1.230 1.789 -0.197  0.473
H7 -1.493 -0.581 -0.095  0.381
H8 -0.487 0.201 -1.377  0.331
H9 -0.511 2.097 0.554  0.329
H10 -1.923 1.273 1.126  0.298
H11 -2.626 2.889 -0.111  0.331

- HOMO: -9.4492 eV
- HOMO-LUMO gap: 0.374 Ha
- Net charge: 0

Which one is most stable, and which one is least stable? 1 is the most stable of them, while 2 is the least stable.

1 | A molecular structure, C5H11NO2. Source: the OMol25 dataset; level of theory: wB97M-V/def2-TZVPD.

Last column: Mulliken charge in e.
Atoms and positions in Å:
C1 0.214 -0.936 0.210  0.187
N1 0.940 0.007 -0.495  -0.215
C2 0.149 0.676 -1.599  -0.624
C3 0.365 2.158 -1.273  -0.550
C4 0.168 2.252 0.227  -0.604
C5 0.700 0.887 0.768  -0.537
O1 -1.009 -1.073 0.143  -0.612
H1 0.809 -1.560 0.899  0.398
H2 -0.920 0.483 -1.645  0.289
H3 0.597 0.393 -2.551  0.361
H4 1.399 2.415 -1.522  0.284
H5 -0.258 2.853 -1.837  0.367
H6 0.808 3.067 0.572  0.270
H7 -0.834 2.415 0.616  0.330
H8 1.681 1.119 1.184  0.357
H9 0.074 0.648 1.632  0.306
H10 -0.687 -2.641 1.176  0.340
H11 -1.445 -3.800 0.781  0.307
O2 -1.157 -3.386 1.604  -0.653

- HOMO: -10.1481 eV
- HOMO-LUMO gap: 0.403 Ha
- Net charge: 0

2 | C5H11NO2 in the gas phase. Source: the OMol25 dataset; level of theory: wB97M-V/def2-TZVPD.

Last column: Mulliken charge in e.
Atoms and positions in Å:
C1 1.130 0.345 0.899  -0.069
C2 0.551 -0.349 -0.353  0.193
C3 -0.844 1.659 -1.061  -1.482
C4 -0.819 0.207 -0.686  0.928
N1 0.633 -1.777 -0.083  -0.866
C5 -1.924 -0.518 -0.620  -1.204
O1 2.352 -0.237 1.292  -0.591
O2 0.244 0.155 1.964  -0.510
H1 0.861 0.242 2.744  0.316
H2 2.291 -1.179 1.051  0.377
H3 1.335 1.411 0.724  0.372
H4 1.234 -0.132 -1.185  0.399
H5 0.292 -2.308 -0.876  0.285
H6 0.039 -1.992 0.714  0.230
H7 -0.027 1.900 -1.742  0.318
H8 -1.793 1.921 -1.526  0.436
H9 -0.730 2.277 -0.169  0.311
H10 -2.893 -0.075 -0.777  0.299
H11 -1.932 -1.550 -0.310  0.256

- HOMO: -9.5052 eV
- HOMO-LUMO gap: 0.381 Ha
- Net charge: 0

Which one is most stable, and which one is least stable? 2 is the most stable of them, while 1 is the least stable.